{
  "formula": "C34H35GeN6O5S2W",
  "method": "ωB97M-V/def2-TZVPD",
  "species": ["W", "N", "C", "S", "N", "N", "C", "C", "C", "C", "C", "C", "C", "O", "H", "H", "H", "H", "H", "H", "H", "C", "C", "S", "O", "O", "C", "C", "N", "C", "N", "C", "C", "N", "O", "O", "C", "H", "H", "H", "H", "H", "H", "H", "H", "H", "H", "H", "H", "H", "C", "C", "C", "C", "C", "C", "Ge", "C", "C", "C", "C", "C", "C", "C", "C", "C", "C", "C", "C", "H", "H", "H", "H", "H", "H", "H", "H", "H", "H", "H", "H", "H", "H", "H"],
  "coordinates": [[1.9146, -0.0833, 0.0149], [4.2642, 3.5358, -0.8237], [3.8461, 2.3251, -0.4002], [2.2581, 2.2659, 0.3632], [4.6003, 1.2966, -0.6006], [4.0635, 0.1108, -0.0984], [4.9605, -0.7321, 0.2951], [4.7276, -1.9892, 0.9473], [5.8298, -2.6786, 1.4753], [5.6471, -3.8264, 2.2137], [4.3568, -4.3013, 2.4372], [3.2530, -3.6461, 1.9176], [3.4404, -2.4973, 1.1651], [2.3685, -1.8640, 0.6463], [3.7918, 4.3665, -0.5134], [5.2254, 3.6228, -1.1146], [5.9925, -0.4177, 0.1638], [6.8278, -2.2892, 1.3093], [6.4993, -4.3505, 2.6230], [4.2107, -5.1997, 3.0232], [2.2526, -4.0277, 2.0712], [-6.1026, 0.8220, 0.3558], [-5.3225, 1.4455, 1.5093], [-3.8012, 0.5641, 1.7706], [-2.7952, 1.0926, 0.8684], [-4.0409, -0.8596, 1.7470], [-3.2723, 0.9891, 3.4218], [-2.2519, -0.0226, 3.9402], [-1.3156, -0.5012, 2.9051], [-0.3869, 0.2476, 2.2876], [0.1968, -0.4635, 1.3057], [-0.3821, -1.7165, 1.3148], [-1.3066, -1.7411, 2.2878], [-2.1388, -2.8740, 2.6128], [-2.7575, -2.8580, 3.6544], [-2.1612, -3.7494, 1.7780], [-0.1102, 1.6573, 2.6491], [-7.0802, 1.2976, 0.2988], [-6.2464, -0.2455, 0.5080], [-5.5939, 0.9810, -0.5951], [-5.8852, 1.4292, 2.4434], [-5.0239, 2.4724, 1.2935], [-4.1383, 0.9803, 4.0840], [-2.8807, 2.0053, 3.3785], [-2.7536, -0.8969, 4.3327], [-1.6709, 0.4242, 4.7442], [-0.1024, -2.5025, 0.6392], [-0.3518, 1.8433, 3.6944], [-0.7096, 2.3200, 2.0204], [0.9403, 1.8896, 2.5103], [-2.7103, 4.4480, -2.0261], [-1.3863, 4.5621, -1.6146], [-0.6019, 3.4294, -1.4833], [-1.1426, 2.1703, -1.7603], [-2.4765, 2.0618, -2.1646], [-3.2530, 3.2004, -2.3020], [-0.1623, 0.5493, -1.7189], [1.6695, 0.4460, -2.3574], [2.2601, 1.6150, -2.9011], [3.4450, 1.5322, -3.5850], [4.1107, 0.3027, -3.6963], [3.5715, -0.8472, -3.1593], [2.3404, -0.7869, -2.5058], [-1.1204, -1.0836, -1.9267], [-2.2527, -1.3066, -1.1331], [-3.0019, -2.4588, -1.2910], [-2.6409, -3.3906, -2.2585], [-1.5337, -3.1692, -3.0690], [-0.7701, -2.0240, -2.9022], [-3.3171, 5.3375, -2.1375], [-0.9672, 5.5368, -1.4011], [0.4221, 3.5273, -1.1456], [-2.9114, 1.0964, -2.3889], [-4.2797, 3.1148, -2.6346], [1.7597, 2.5709, -2.8050], [3.8755, 2.4188, -4.0312], [5.0570, 0.2582, -4.2207], [4.0797, -1.7970, -3.2624], [1.8740, -1.7115, -2.1839], [-2.5419, -0.5835, -0.3804], [-3.8623, -2.6295, -0.6563], [-3.2285, -4.2905, -2.3849], [-1.2685, -3.8872, -3.8335], [0.0785, -1.8625, -3.5547]],
  "forces_ev_per_a": [[0.5485, -0.6236, -0.1500], [-0.0261, -0.0201, -0.0627], [0.1847, 0.0267, 0.0167], [-0.0663, 0.2131, 0.1645], [-0.0207, 0.0371, 0.0930], [-0.5005, 0.1041, 0.0906], [0.0996, -0.2378, 0.0338], [0.0435, 0.0926, -0.0342], [0.0400, -0.0315, 0.0083], [0.0751, 0.0221, -0.0150], [-0.0901, -0.0508, 0.0131], [0.0710, -0.1548, -0.0582], [-0.0170, -0.0045, -0.1862], [-0.0652, 0.4785, 0.4028], [-0.0131, -0.0108, 0.0081], [0.0214, 0.0202, 0.0346], [-0.0042, 0.0279, 0.0005], [-0.0429, 0.0001, -0.0043], [-0.0157, -0.0008, -0.0012], [0.0030, 0.0177, -0.0124], [-0.0107, 0.0321, 0.0067], [0.0124, 0.0643, -0.0237], [-0.0098, 0.0764, -0.0701], [-0.1773, -0.0346, 0.0734], [0.0185, 0.1302, -0.0131], [-0.0645, 0.0907, -0.0127], [-0.0104, 0.1492, 0.0644], [0.1140, -0.0247, 0.0246], [0.1314, -0.0316, 0.1523], [-0.1135, -0.1122, -0.0972], [0.1388, 0.1619, 0.1842], [0.0935, 0.0698, -0.0533], [-0.0368, -0.0102, 0.0245], [-0.3503, 0.1479, -0.1661], [0.1321, -0.1202, 0.0905], [0.1101, -0.0823, 0.0566], [-0.0439, -0.0429, 0.0069], [0.0153, 0.0028, -0.0136], [-0.0137, 0.0046, 0.0273], [0.0215, -0.0325, 0.0214], [0.0164, -0.1235, -0.0043], [-0.0303, 0.0096, 0.0544], [-0.0059, -0.0312, -0.0304], [-0.0109, 0.0010, -0.0446], [0.0211, -0.0187, -0.0318], [0.0160, -0.0060, 0.0290], [0.0146, -0.0339, -0.0064], [-0.0359, 0.0049, -0.0245], [0.0213, 0.0132, -0.0137], [0.0446, 0.0013, -0.0060], [0.0269, -0.0023, 0.0099], [-0.0490, 0.0080, -0.0082], [0.0302, 0.0240, 0.0582], [0.0206, 0.1390, 0.0025], [-0.0443, 0.0112, -0.0415], [-0.0121, 0.0406, 0.0003], [-0.2454, -0.1420, -0.2071], [0.1416, 0.1849, 0.0233], [-0.0245, -0.0163, -0.1271], [0.0400, -0.0194, -0.0679], [0.0036, 0.0761, -0.0356], [-0.0201, -0.0408, 0.0050], [0.0074, -0.0481, -0.0840], [-0.1759, -0.1302, -0.0205], [0.0192, 0.0405, 0.0620], [0.0168, -0.0765, -0.0609], [-0.0057, 0.0156, 0.0140], [-0.0357, 0.0048, 0.0449], [0.0487, -0.0344, 0.0036], [0.0076, -0.0154, 0.0012], [-0.0094, -0.0161, -0.0048], [-0.0416, -0.0083, -0.0316], [0.0209, -0.0439, 0.0079], [0.0220, 0.0059, 0.0062], [0.0052, -0.0351, 0.0219], [-0.0055, -0.0105, 0.0146], [-0.0199, -0.0059, 0.0088], [-0.0046, 0.0195, 0.0085], [-0.0403, -0.0404, 0.0314], [0.0569, -0.0850, -0.1512], [0.0169, 0.0028, -0.0091], [0.0124, 0.0046, -0.0021], [0.0018, 0.0089, 0.0053], [0.0022, 0.0232, -0.0250]],
  "lowdin_charge": [1.348, 0.113, -0.810, 0.674, 0.021, -0.166, -0.022, -0.142, -0.009, -0.048, -0.031, 0.011, -0.291, -0.256, 0.098, 0.120, 0.147, 0.126, 0.119, 0.122, 0.124, -0.091, -0.275, 0.681, -0.330, -0.279, -0.185, -0.097, 0.064, -0.293, -0.060, -0.039, -0.128, -0.326, 0.114, 0.128, 0.005, 0.092, 0.081, 0.076, 0.111, 0.111, 0.122, 0.109, 0.116, 0.140, 0.135, 0.097, 0.100, 0.020, -0.042, -0.054, -0.118, -0.306, -0.103, -0.054, 1.111, -0.442, -0.108, -0.040, -0.013, -0.042, -0.172, -0.313, -0.125, -0.045, -0.032, -0.050, -0.096, 0.119, 0.116, 0.040, 0.103, 0.117, 0.106, 0.127, 0.128, 0.127, 0.100, 0.059, 0.117, 0.121, 0.117, 0.099],
  "relative_energy_kcal_mol": 4.82,
  "multiplicity": 4,
  "gap_ev": [6.3, 5.9],
  "total_charge": 2,
  "lumo_ev": [-6.609, -7.704]
}